Entry 1:
{"formula": "C5H10N2", "method": "ωB97M-V with the def2-TZVPD basis set", "e_lumo_ev": 1.03, "species": ["C", "C", "N", "C", "C", "C", "N", "H", "H", "H", "H", "H", "H", "H", "H", "H", "H"], "positions_angstrom": [[0.77839, 0.66175, 0.90331], [-0.26824, 0.93204, 1.98986], [1.29293, -0.71476, 1.06955], [0.17913, 0.78833, -0.42990], [-1.06098, -0.79506, -2.56576], [-0.36899, 1.19426, -1.44675], [-0.74862, -1.61614, -1.63626], [1.58018, 1.41384, 0.99832], [1.99666, -0.90135, 0.36213], [1.75962, -0.80456, 1.96853], [-1.01724, -2.59579, -1.56232], [-0.19844, -1.16545, -0.84637], [-1.65686, -1.24987, -3.37359], [-0.68709, 1.86972, -2.20125], [-0.66718, 1.94002, 1.89364], [-1.09088, 0.22204, 1.89684], [0.17760, 0.82098, 2.98001]], "forces_ev_per_a": [[0.021, -0.269, 0.084], [0.072, -0.069, -0.136], [0.147, 0.060, 0.152], [-0.572, 0.915, -0.698], [-0.408, 0.101, -0.830], [1.004, -0.028, 1.355], [0.332, 0.326, 0.567], [-0.126, -0.138, -0.034], [-0.017, 0.044, 0.024], [-0.069, -0.010, -0.051], [0.202, 0.251, 0.031], [-0.526, -0.616, -0.431], [0.043, -0.354, 0.207], [-0.186, -0.244, -0.239], [0.030, 0.021, 0.001], [0.043, 0.002, -0.006], [0.011, 0.008, 0.005]]}



Entry 2:
{"formula": "C4H12N4O", "method": "ωB97M-V with the def2-TZVPD basis set", "smiles": "C[C@H]1N(C)C(N)(N)N1O", "e_lumo_ev": 0.84, "species": ["C", "C", "N", "C", "C", "N", "N", "N", "O", "H", "H", "H", "H", "H", "H", "H", "H", "H", "H", "H", "H"], "positions_angstrom": [[1.30764, 1.36422, 0.96585], [0.11259, 1.24008, 0.03500], [0.19991, 0.16418, -0.99892], [1.46048, -0.44983, -1.35243], [-0.81965, -0.61492, -0.34155], [-1.88544, -0.95356, -1.21299], [-0.34829, -1.72308, 0.40179], [-1.12043, 0.68662, 0.57705], [-1.09331, 0.36416, 1.98305], [1.50244, 0.39957, 1.42909], [1.08350, 2.10422, 1.73141], [2.18302, 1.70284, 0.41581], [-0.10623, 2.20385, -0.44375], [1.96738, -0.91725, -0.50203], [1.26323, -1.21053, -2.10659], [2.10632, 0.31713, -1.77680], [-2.05750, -0.21186, -1.87859], [-2.73399, -1.17214, -0.70468], [-0.59437, -1.64082, 1.38424], [-0.67306, -2.60060, 0.01836], [-1.75424, 0.94772, 2.37668]], "forces_ev_per_a": [[-0.517, -0.121, -0.074], [1.310, 0.236, -0.751], [-0.156, 1.184, 0.057], [-0.178, 0.104, 0.220], [-0.730, 1.208, 0.911], [-0.009, -0.300, -0.243], [-0.190, -0.314, 0.719], [-0.661, -1.983, -0.228], [0.444, 0.202, -0.496], [0.156, 0.053, 0.141], [0.051, -0.031, 0.130], [0.034, -0.048, -0.072], [0.149, 0.001, 0.155], [0.028, -0.051, -0.049], [0.130, -0.009, -0.042], [0.043, -0.054, -0.113], [0.025, 0.044, 0.115], [0.072, -0.038, -0.013], [0.093, -0.041, -0.116], [-0.099, 0.092, 0.046], [0.003, -0.135, -0.298]]}



Entry 3:
{"formula": "C21H60BBr4N7O7", "method": "ωB97M-V with the def2-TZVPD basis set", "e_lumo_ev": -8.70, "total_charge": 2, "species": ["B", "H", "H", "H", "H", "C", "C", "O", "N", "H", "H", "C", "H", "H", "H", "H", "H", "H", "C", "C", "O", "N", "H", "H", "C", "H", "H", "H", "H", "H", "H", "C", "C", "O", "N", "H", "H", "C", "H", "H", "H", "H", "H", "H", "C", "C", "O", "N", "H", "H", "C", "H", "H", "H", "H", "H", "H", "C", "C", "O", "N", "H", "H", "C", "H", "H", "H", "H", "H", "H", "C", "C", "O", "N", "H", "H", "C", "H", "H", "H", "H", "H", "H", "C", "C", "O", "N", "H", "H", "C", "H", "H", "H", "H", "H", "H", "Br", "Br", "Br", "Br"], "positions_angstrom": [[8.13562, 12.43245, 14.81072], [6.76823, 11.51786, 19.24981], [3.09227, 15.00628, 18.38014], [16.53981, 20.58011, 13.18401], [17.84782, 17.10989, 7.41866], [15.62186, 18.31721, 14.96640], [16.68112, 17.21608, 14.90407], [17.86346, 17.33803, 14.92133], [16.09934, 15.80660, 14.88705], [15.12784, 15.70748, 15.13257], [16.19356, 15.31831, 13.94466], [16.77277, 14.91847, 15.88172], [14.93201, 18.07945, 14.20303], [16.02726, 19.31762, 14.73940], [15.04449, 18.17670, 15.85730], [16.63562, 15.33739, 16.91110], [17.82446, 14.92132, 15.55393], [16.29049, 13.93448, 15.67910], [7.47310, 10.04206, 10.71418], [6.35972, 9.34655, 11.47010], [6.53349, 8.61746, 12.44629], [5.12378, 9.69848, 11.19872], [7.11172, 12.68937, 15.34754], [4.95123, 10.23630, 10.35127], [4.00194, 9.20534, 12.04034], [7.24604, 10.48150, 9.72786], [8.22310, 9.21662, 10.51838], [7.85502, 10.77916, 11.35289], [3.99001, 9.70699, 13.04632], [4.25367, 8.18296, 12.19994], [3.00833, 9.52473, 11.62621], [13.06154, 9.07548, 13.54510], [13.27620, 10.27000, 12.75148], [13.43808, 10.30506, 11.60638], [13.36020, 11.60524, 13.48327], [13.80771, 12.36572, 12.89029], [12.45482, 11.93499, 13.72455], [14.20662, 11.61022, 14.72087], [12.31109, 9.06900, 14.28918], [13.96729, 8.84998, 14.05085], [12.91318, 8.18902, 12.85573], [13.78833, 10.98924, 15.54295], [14.28965, 12.65677, 15.10548], [15.20372, 11.27173, 14.46863], [8.23508, 15.25834, 12.92742], [9.20202, 15.49480, 11.82940], [8.83995, 15.87997, 10.74141], [10.65772, 15.29887, 12.15343], [10.79807, 15.32198, 13.13398], [10.84247, 14.30440, 11.90258], [11.79629, 16.13673, 11.64052], [8.35812, 16.20134, 13.55692], [8.55896, 14.48384, 13.57813], [7.25018, 15.46110, 12.56344], [11.67488, 16.20072, 10.55619], [12.72710, 15.62594, 11.90741], [11.60493, 17.12276, 11.97961], [10.14649, 16.71177, 18.02288], [10.55340, 15.60358, 18.87373], [10.14800, 15.19876, 19.90701], [11.38857, 14.61512, 17.94756], [10.62876, 14.22197, 17.33307], [12.13737, 15.22913, 17.35769], [12.00296, 13.51711, 18.72278], [9.13987, 16.59858, 17.68245], [10.69749, 16.84500, 17.04960], [10.02778, 17.62997, 18.64003], [11.33785, 12.68359, 18.86534], [12.23434, 13.84719, 19.68120], [12.90641, 13.15187, 18.28235], [12.97482, 13.21455, 7.35263], [13.15405, 13.41113, 8.82781], [12.86626, 14.28351, 9.52519], [13.71064, 12.17755, 9.59112], [14.39113, 12.46393, 10.32840], [12.94356, 11.85385, 10.20418], [13.97973, 10.94524, 8.80565], [11.98002, 12.98785, 7.01521], [13.73661, 12.45913, 7.04887], [13.32607, 14.14118, 6.84706], [14.38952, 10.17620, 9.49319], [14.65413, 10.99503, 7.99367], [13.09909, 10.54466, 8.40173], [5.91316, 7.84441, 14.98405], [6.47806, 7.78121, 16.32518], [6.64506, 6.92193, 17.13121], [7.13754, 9.15109, 16.55731], [7.78466, 8.98042, 17.42334], [7.57158, 9.39547, 15.70757], [6.09907, 10.32775, 16.90158], [6.78476, 7.78776, 14.31062], [5.34070, 8.70776, 14.72755], [5.42160, 6.85234, 14.90404], [5.56737, 10.72666, 16.00944], [6.78829, 11.08458, 17.30502], [5.33329, 9.86164, 17.56325], [10.88365, 12.08720, 11.35355], [12.61736, 15.61755, 15.20762], [15.42396, 13.91315, 12.33709], [9.45910, 11.12720, 15.51505]], "forces_ev_per_a": [[1.003, 0.434, -0.625], [0.132, 0.178, -0.043], [0.232, -0.187, -0.022], [0.040, -0.046, -0.143], [-0.026, 0.073, 0.122], [1.400, -0.915, -0.603], [-0.028, 1.442, 0.289], [-0.828, -0.526, -0.149], [0.952, -0.544, -0.054], [-1.304, 0.804, -0.338], [-0.215, 0.555, 0.381], [0.446, -0.144, -0.484], [-0.973, -0.206, -1.134], [0.022, -0.465, 0.600], [-0.132, 0.372, 0.868], [0.124, -0.623, -0.960], [-0.326, -0.320, 0.691], [0.623, 0.561, 0.712], [0.269, -2.792, -1.528], [0.331, 0.506, 0.741], [1.137, -0.182, -0.152], [-2.375, 1.020, -0.994], [-0.307, -0.598, 0.627], [-0.135, -0.215, 0.573], [0.086, 2.147, 0.070], [-0.363, -0.174, 0.558], [-0.444, 1.204, 0.362], [0.877, 1.021, 0.882], [0.434, -0.316, -0.776], [-0.826, -0.978, 0.057], [1.074, -1.007, -0.090], [0.005, -2.275, -1.071], [-0.539, 0.943, 1.812], [0.794, 0.010, -2.653], [1.879, 0.137, 0.745], [-0.244, -0.486, -0.134], [-1.605, 0.307, -0.048], [-0.078, 0.335, 1.199], [-1.026, 0.464, 0.652], [1.100, -0.147, 0.651], [-0.029, 1.231, 0.659], [0.078, 0.261, -0.822], [-0.266, -0.783, -0.592], [0.103, -0.089, -0.100], [1.690, 3.196, 0.699], [-1.665, 1.378, -2.177], [1.667, -0.648, 1.312], [0.378, -0.556, -0.544], [-0.183, -0.133, 1.748], [0.008, -0.487, -0.263], [-1.215, -0.529, -1.824], [0.216, -0.788, -0.350], [-0.636, -1.350, 0.446], [-0.704, -1.111, -0.239], [0.266, -0.273, 0.140], [-0.232, 0.463, 0.128], [0.478, 0.860, 0.810], [0.215, 2.484, -0.530], [-0.997, -1.875, -0.840], [0.947, 0.573, -0.324], [0.545, 0.782, 0.157], [1.280, 0.651, 0.082], [-1.936, -1.741, 0.516], [-0.258, -0.596, -0.761], [-1.011, -0.741, 0.032], [0.028, 0.033, 1.389], [0.575, -0.355, -0.527], [-0.510, -0.159, -0.232], [0.405, 0.846, 1.672], [0.447, -0.010, -0.650], [2.617, 0.461, -0.409], [-0.078, -2.484, -0.878], [-0.491, 2.452, 1.205], [-0.098, -0.569, -0.550], [0.284, 0.075, -0.825], [-0.843, 0.567, 0.222], [1.582, -1.162, 1.743], [-0.436, -0.256, 0.198], [-1.077, 0.437, -0.179], [-0.531, -0.364, 0.423], [-0.311, 0.615, -0.376], [0.991, 0.799, -0.569], [-1.579, -0.216, -0.265], [0.117, -3.156, 0.009], [0.656, 0.781, 0.524], [-0.275, 0.831, -0.617], [-1.522, -0.396, 3.904], [-1.058, 0.961, -2.105], [1.410, 0.502, -0.947], [0.418, -1.295, -0.520], [-0.323, 0.175, 0.035], [-0.422, 0.331, -0.005], [-0.320, 0.878, -0.599], [0.749, -0.677, 0.254], [-0.860, -0.092, 0.469], [0.955, 0.753, -0.047], [0.009, 0.279, 0.136], [0.208, -0.103, 0.028], [-0.266, -0.293, -0.059], [-0.377, 0.270, 0.195]]}



Entry 4:
{"formula": "C4H6N2", "method": "ωB97M-V with the def2-TZVPD basis set", "e_lumo_ev": -0.41, "species": ["C", "C", "C", "N", "C", "N", "H", "H", "H", "H", "H", "H"], "positions_angstrom": [[1.74794, -0.85158, -0.42321], [0.55754, -0.08454, -0.83605], [-0.58240, -0.30870, 0.06450], [-1.68274, 0.65673, -0.04456], [-1.63190, 1.70589, 0.79936], [-1.61366, 2.58571, 1.55830], [2.32986, -1.21906, -1.27419], [1.64080, -1.62802, 0.35211], [2.36624, -0.03900, 0.00376], [-0.94252, -1.28451, -0.32361], [-0.36720, -0.48184, 1.13023], [-1.82196, 0.94894, -1.00663]], "forces_ev_per_a": [[-0.091, -0.066, -0.089], [0.043, -0.256, 0.327], [0.147, 0.024, -0.019], [-0.022, 0.155, -0.033], [0.003, 0.692, 0.597], [-0.010, -0.856, -0.693], [-0.063, 0.101, 0.117], [-0.066, 0.120, -0.120], [-0.069, -0.025, -0.043], [0.089, 0.057, 0.025], [0.051, 0.063, -0.150], [-0.014, -0.007, 0.081]]}



Number 1: highest occupied orbital energy -0.2740 Ha, electronic energy -305.85204 Eh, HOMO-LUMO gap 8.4889 eV. Number 2: highest occupied orbital energy -0.3141 Ha, electronic energy -453.79477 Eh, HOMO-LUMO gap 9.3840 eV. Number 3: highest occupied orbital energy -0.3605 Ha, electronic energy -12065.66381 Eh, HOMO-LUMO gap 1.1071 eV. Number 4: highest occupied orbital energy -0.3389 Ha, electronic energy -265.37824 Eh, HOMO-LUMO gap 8.8090 eV.